Here is a 2-piece molecular cluster, C5H14O overall in a non-equilibrium geometry from the OMol25 dataset. Energies are from ωB97M-V/def2-TZVPD.

Positions of all 20 atoms, in Å:
C -2.040 -1.417 -0.353
C -1.133 -0.227 -0.583
C -1.217 0.339 -2.035
O -1.601 0.899 0.209
H -3.077 -1.225 -0.098
H -1.590 -2.118 0.350
H -2.081 -1.969 -1.304
H -0.119 -0.459 -0.276
H -2.285 0.243 -2.245
H -0.998 1.397 -2.002
H -0.653 -0.265 -2.743
H -2.459 0.715 0.612
C 2.789 1.176 1.204
C 2.077 -0.171 1.424
H 2.199 1.740 0.485
H 2.865 1.671 2.167
H 3.775 1.076 0.750
H 1.984 -0.776 0.522
H 1.050 0.108 1.681
H 2.514 -0.738 2.237

Force components x, y, z for each atom (eV/Å):
0.8663 -1.3121 -1.0376
-1.3690 1.7561 -0.3502
-0.7149 -1.1978 1.2391
0.3959 -0.0927 0.5325
-0.0409 0.4588 0.1820
-0.2684 0.1155 0.2816
-0.0728 -0.0611 0.1848
0.1559 0.0799 0.0210
0.0590 0.1454 -0.4775
0.4946 0.0478 -0.2645
0.1394 0.2592 -0.1632
0.3324 -0.1977 -0.1772
-0.0625 -0.8711 -0.4663
-0.4694 0.8373 -0.1249
-0.0567 0.3953 0.2200
0.0447 0.3809 -0.1230
0.1395 -0.0933 0.2386
0.3687 -0.0725 -0.0058
0.0042 -0.3600 0.2777
0.0541 -0.2178 0.0129

Results
ΔE to the lowest compared entry with this formula, charge and spin (kJ/mol): 81.19
Energy (Eh): -274.11113
Orbital gap (eV): 11.0411
2S+1: 1
Total charge: 0
SMILES: CC(C)O.CC
HOMO energy (eV): -10.10

Here is a 3-piece molecular cluster, C5H14O2 overall in a non-equilibrium geometry from the OMol25 dataset. Energies are from ωB97M-V/def2-TZVPD.

Positions of all 21 atoms, in Å:
C 1.238 1.761 0.492
C -0.093 1.861 0.456
C -1.172 0.902 0.836
C -1.845 0.307 -0.436
C -3.033 -0.597 -0.110
H 1.603 0.753 0.673
H 1.873 2.608 0.280
H -0.506 2.886 0.292
H -1.996 1.380 1.396
H -0.724 0.107 1.483
H -2.151 1.264 -0.908
H -1.057 -0.237 -0.955
H -3.166 -1.164 -1.039
H -3.809 0.039 0.285
H -2.719 -1.295 0.676
O 1.808 -1.418 -1.955
H 1.984 -0.487 -1.755
H 2.678 -1.711 -2.263
O 2.326 -1.748 1.097
H 1.599 -1.492 0.452
H 2.685 -2.530 0.659

Force components x, y, z for each atom (eV/Å):
-1.4072 -1.0403 -0.2920
-0.3435 2.4645 0.6863
0.3012 -1.4821 0.1397
0.5927 1.1440 1.4578
1.7648 0.0280 -0.2933
0.7151 0.2974 0.2422
0.1435 -0.2105 -0.0321
0.3882 -0.6748 -0.2040
0.6266 0.0940 0.0510
-0.4848 0.3517 -0.4257
0.0272 -0.9868 -0.7585
-0.1855 0.2004 -0.5492
-1.0974 0.1125 0.4320
-0.7807 -0.3000 -0.3262
-0.1931 -0.0086 -0.1360
0.5129 0.3153 -0.0112
-0.2864 -0.0568 0.0043
-0.2929 -0.1744 0.0287
-1.3693 0.3133 -1.3202
1.3113 -0.4619 1.1376
0.0574 0.0751 0.1687

Results
ΔE to the lowest compared entry with this formula, charge and spin (kJ/mol): 106.74
Energy (Eh): -349.33514
Orbital gap (eV): 10.1724
2S+1: 1
Total charge: 0
SMILES: C=CCCC.O.O
HOMO energy (eV): -9.59

Here is a 3-piece molecular cluster, C5H14O2 overall in a non-equilibrium geometry from the OMol25 dataset. Energies are from ωB97M-V/def2-TZVPD.

Positions of all 21 atoms, in Å:
C -2.665 -1.446 -0.130
C -1.889 -0.345 0.485
C -1.283 -0.434 1.672
C -0.624 0.732 2.361
C -1.393 -1.710 2.486
H -2.165 -2.410 -0.027
H -3.672 -1.518 0.296
H -2.799 -1.330 -1.206
H -1.857 0.620 -0.013
H 0.470 0.643 2.343
H -0.919 0.739 3.405
H -0.799 1.630 1.770
H -0.928 -1.652 3.467
H -1.120 -2.610 1.934
H -2.460 -1.889 2.680
O 3.307 -0.368 -0.517
H 3.102 -0.455 0.441
H 2.625 -0.877 -0.925
O 3.175 3.067 -5.190
H 2.870 3.956 -5.008
H 2.465 2.583 -4.814

Force components x, y, z for each atom (eV/Å):
-0.2369 -0.4536 -0.6223
0.5302 0.6122 0.5605
-0.1983 -0.4145 0.2699
0.6574 -0.4969 -1.0163
-0.9742 0.0379 -0.2501
-0.0943 -0.0738 0.2536
0.1096 -0.1109 0.0630
0.0005 0.2579 -0.0067
-0.0574 -0.0613 -0.1134
-0.0499 -0.2977 0.1732
-0.2066 0.5690 0.0566
-0.3861 0.3143 0.5290
0.3649 -0.0794 -0.1369
0.5077 0.0802 0.1124
0.0515 0.1135 0.1217
0.3871 0.3779 1.5792
0.3212 0.1707 -0.9813
-0.7312 -0.5471 -0.5909
0.6090 0.6774 -0.3509
0.2982 0.5638 -0.1420
-0.9025 -1.2395 0.4918

Results
ΔE to the lowest compared entry with this formula, charge and spin (kJ/mol): 74.63
Energy (Eh): -349.34738
Orbital gap (eV): 9.4888
2S+1: 1
Total charge: 0
SMILES: CC=C(C)C.O.O
HOMO energy (eV): -8.92

Here is a 3-piece molecular cluster, C5H14O2 overall in a non-equilibrium geometry from the OMol25 dataset. Energies are from ωB97M-V/def2-TZVPD.

Positions of all 21 atoms, in Å:
C 0.310 -1.157 1.675
C 0.308 0.120 1.244
C 1.404 1.091 1.648
C -0.863 0.804 0.782
C -1.775 0.286 -0.312
H 1.086 -1.648 2.096
H -0.685 -1.686 1.551
H 1.038 1.788 2.445
H 2.310 0.582 1.933
H 1.974 1.684 0.819
H -0.506 1.777 0.256
H -1.527 1.250 1.619
H -1.428 -0.546 -1.051
H -2.719 0.076 0.022
H -2.113 1.058 -1.057
O -0.173 0.061 -3.284
H 0.427 0.538 -3.716
H 0.296 -0.748 -2.696
O 0.882 -1.567 -1.542
H 0.760 -2.432 -1.915
H 0.995 -1.333 -0.520

Force components x, y, z for each atom (eV/Å):
-4.0277 1.4251 -2.3813
1.7469 -0.6191 2.2547
1.8200 0.7771 -1.3094
-2.1026 4.4677 -2.0996
0.7260 -0.7034 -3.4184
2.4007 -1.3126 1.3573
1.4629 0.2796 0.1082
0.4092 -0.5693 -0.7680
0.0361 -0.6442 1.1657
-2.0432 -0.4809 0.8298
-0.1056 -1.3094 1.2481
1.1920 -0.9806 -0.8882
-0.2537 1.2924 1.8353
-2.3413 -1.5003 1.3716
1.0950 -0.1002 0.6678
-3.0117 -5.5150 4.2627
4.0936 2.7751 -2.6447
-1.2200 3.4546 -1.7739
0.7301 1.8566 1.9336
0.1234 -0.9585 1.1257
-0.7301 -1.6349 -2.8769

Results
ΔE to the lowest compared entry with this formula, charge and spin (kJ/mol): 271.45
Energy (Eh): -349.27241
Orbital gap (eV): 10.3968
2S+1: 1
Total charge: 0
SMILES: C=C(C)CC.O.O
HOMO energy (eV): -9.72

Here is a 3-piece molecular cluster, C5H14O2 overall in a non-equilibrium geometry from the OMol25 dataset. Energies are from ωB97M-V/def2-TZVPD.

Positions of all 21 atoms, in Å:
C -1.372 1.770 -0.436
C -1.348 0.362 -1.045
C -1.398 -0.661 0.005
C -0.281 -1.323 0.525
C -0.328 -2.222 1.663
H -1.488 1.820 0.650
H -2.246 2.360 -0.715
H -0.501 2.376 -0.665
H -0.489 0.287 -1.703
H -2.158 0.256 -1.772
H -2.386 -0.807 0.431
H 0.737 -1.154 0.183
H 0.193 -1.805 2.541
H 0.265 -3.123 1.450
H -1.318 -2.530 1.995
H 1.015 -0.290 -2.012
H 2.054 0.703 -2.641
O 1.726 0.317 -1.821
H 1.491 1.831 1.466
H 1.994 0.665 0.593
O 2.199 1.188 1.375

Force components x, y, z for each atom (eV/Å):
-0.7710 1.3801 1.0749
0.1738 -0.3645 -1.2762
-0.2582 0.8774 -0.6967
0.4390 -0.3407 1.1463
-0.4573 -0.7105 0.2314
0.3277 -0.4989 0.1483
-0.0035 -0.3201 -0.5577
0.2795 -0.3348 -0.2270
0.1675 -0.0025 0.4885
-0.4734 -0.0813 0.5316
0.1532 -0.3255 0.3073
-0.2330 0.3249 -0.5491
0.1705 0.2680 -0.1918
0.0847 0.0676 -0.0524
-0.0766 0.1758 -0.1524
0.2708 -0.2397 -0.7279
-0.0956 -0.2158 -0.0343
0.2722 0.2639 0.6928
0.0130 0.1195 -0.0731
0.1808 0.3505 -0.2762
-0.1640 -0.3932 0.1940

Results
ΔE to the lowest compared entry with this formula, charge and spin (kJ/mol): 97.52
Energy (Eh): -349.01590
Orbital gap (spin up / spin down) (eV): 9.8925 / 6.0720
2S+1: 2
Total charge: +1
HOMO energy (spin up / spin down) (eV): -14.64 / -14.63
<S²>: 0.752

Here is an isolated molecule of C5H14P2 in a non-equilibrium geometry from the OMol25 dataset. Energies are from ωB97M-V/def2-TZVPD.

Positions of all 21 atoms, in Å:
C -0.971 1.223 1.288
C -0.327 -0.078 0.961
C 0.857 -0.345 1.835
P 0.065 0.010 -0.931
C -1.512 -0.182 -1.713
C 1.235 -1.372 -1.059
P 0.617 1.880 -1.576
H -0.319 2.019 1.109
H -1.745 1.320 0.546
H -1.471 1.202 2.215
H -1.122 -0.833 1.173
H 1.784 0.320 1.701
H 1.307 -1.264 1.441
H 0.458 -0.521 2.825
H -1.604 0.712 -2.251
H -1.585 -1.063 -2.306
H -2.217 -0.499 -1.010
H 2.143 -0.803 -0.660
H 1.084 -2.352 -0.650
H 1.505 -1.411 -2.027
H 1.816 2.037 -0.909

Force components x, y, z for each atom (eV/Å):
-1.1738 -0.7267 -1.2887
-0.3772 0.0691 -0.9928
1.9242 -0.8755 -1.3611
0.5136 -0.5369 2.8981
0.9263 -1.6189 -0.0544
0.8888 2.2362 2.2438
-0.4232 0.4512 -1.1134
0.9702 1.3977 0.2662
-0.7005 0.5705 -0.2646
-0.2205 0.2254 1.4483
0.7474 -0.0580 -0.5203
-1.8136 -0.0955 0.6879
-0.1653 -0.4006 0.7013
0.6840 0.3019 0.5187
-1.1027 1.0842 -0.7803
0.6071 -0.5155 -1.3439
-1.5092 0.7446 1.4709
-0.8893 -1.2169 0.1062
-0.2934 -0.1815 0.5118
0.6938 -0.5786 -3.6927
0.7132 -0.2761 0.5589

Results
ΔE to the lowest compared entry with this formula, charge and spin (kJ/mol): 153.04
Energy (Eh): -881.53111
Orbital gap (eV): 7.9058
2S+1: 1
Total charge: 0
SMILES: CC(C)P(C)(C)=P
HOMO energy (eV): -7.16

Here is a 2-piece molecular cluster, C5H14S overall in a non-equilibrium geometry from the OMol25 dataset. Energies are from ωB97M-V/def2-TZVPD.

Positions of all 20 atoms, in Å:
C 0.452 1.878 -1.980
C 2.162 0.038 -0.949
S 0.981 0.232 -2.244
H 0.160 2.118 -0.954
H 1.336 2.508 -2.177
H -0.333 2.203 -2.660
H 1.708 -0.652 -0.224
H 2.452 0.975 -0.500
H 3.002 -0.530 -1.347
C -1.107 -0.532 2.807
C -0.502 -1.213 1.553
C -2.633 -0.656 2.804
H -0.698 -1.002 3.685
H -0.817 0.520 2.770
H 0.518 -0.895 1.407
H -1.127 -1.059 0.671
H -2.888 -1.715 2.758
H -3.002 -0.257 3.755
H -0.425 -2.288 1.737
H -3.096 -0.062 2.018

Force components x, y, z for each atom (eV/Å):
0.1571 1.2281 -0.1224
0.0049 -0.7802 -0.0351
-0.1706 -0.0365 0.1069
0.0003 -0.4652 0.1152
-0.0831 -0.1021 -0.0283
-0.0179 -0.4159 -0.1064
-0.1180 0.2359 0.1133
0.0425 0.1741 0.0929
0.1929 0.1487 -0.1561
-0.2250 0.1389 -1.5575
-0.3558 -0.4865 0.9601
0.5430 0.2000 0.9433
0.2236 0.0137 0.4240
-0.0248 0.0189 0.3549
0.4131 0.3402 -0.2310
0.1364 0.1238 -0.0927
-0.3361 0.1171 -0.2118
-0.1549 -0.1523 -0.1449
-0.2136 -0.0326 -0.2104
-0.0138 -0.2681 -0.2140

Results
ΔE to the lowest compared entry with this formula, charge and spin (kJ/mol): 11.72
Energy (Eh): -596.75194
Orbital gap (spin up / spin down) (eV): 10.8875 / 5.8778
2S+1: 2
Total charge: +1
HOMO energy (spin up / spin down) (eV): -14.29 / -14.29
<S²>: 0.753

Here is a 2-piece molecular cluster, C5H14S2 overall in a non-equilibrium geometry from the OMol25 dataset. Energies are from ωB97M-V/def2-TZVPD.

Positions of all 21 atoms, in Å:
C 2.573 -2.206 -1.633
C 2.224 -2.430 -0.127
S 1.459 -1.096 0.771
C -0.315 -1.310 0.490
H 2.532 -1.208 -2.027
H 2.048 -2.953 -2.252
H 3.616 -2.543 -1.716
H 1.668 -3.347 -0.162
H 3.178 -2.784 0.316
H -0.684 -0.717 1.345
H -0.690 -0.868 -0.413
H -0.584 -2.353 0.295
C -1.279 3.325 1.724
S -2.960 3.122 0.857
C -2.452 1.951 -0.541
H -0.593 3.381 0.866
H -1.297 4.300 2.206
H -1.086 2.482 2.380
H -3.296 1.270 -0.651
H -1.579 1.400 -0.320
H -2.482 2.586 -1.407

Force components x, y, z for each atom (eV/Å):
0.8759 -1.4923 0.2910
1.1365 -0.5316 -1.4973
0.2787 -0.1425 0.1334
0.4772 0.2261 -0.2438
-0.3748 0.4363 -0.0189
-0.2111 0.7524 0.0302
-0.0763 0.3491 -0.2709
-0.9353 -0.2540 0.6682
-0.6129 0.8570 0.4859
-0.6613 -1.0245 -0.2830
0.1764 0.8290 -0.5651
-0.0886 -0.0048 1.2730
-1.1769 0.0801 -1.7682
1.4433 -0.7612 0.2086
-2.4215 1.3258 0.9989
0.1221 -0.1176 0.6186
0.0125 -0.2276 0.2483
0.0815 0.1723 0.0605
0.1058 -0.1642 0.1056
1.0712 -0.2493 0.0624
0.7778 -0.0587 -0.5375

Results
ΔE to the lowest compared entry with this formula, charge and spin (kJ/mol): 145.71
Energy (Eh): -995.21679
Orbital gap (eV): 9.3650
2S+1: 1
Total charge: 0
SMILES: CCSC.CSC
HOMO energy (eV): -8.50

Here is a 2-piece molecular cluster, C5H14S2Si overall in a non-equilibrium geometry from the OMol25 dataset. Energies are from ωB97M-V/def2-TZVPD.

Positions of all 22 atoms, in Å:
C -0.241 -2.806 -0.882
C -0.288 1.949 1.172
C -0.012 3.540 -1.620
C -0.055 -3.226 0.520
C -0.112 -1.954 1.301
Si 0.754 2.201 -0.543
S 1.451 -1.022 1.089
S 0.612 0.442 -1.630
H 0.413 -2.076 -1.180
H -0.231 -3.649 -1.622
H -1.308 -2.326 -0.854
H 0.206 1.156 1.748
H -0.291 2.886 1.672
H -1.482 1.740 1.065
H -0.605 4.105 -0.889
H 0.655 4.254 -2.182
H -0.700 3.136 -2.310
H 0.896 -3.734 0.716
H -0.742 -3.966 0.922
H -0.843 -1.230 1.169
H -0.207 -1.994 2.390
H 2.130 2.576 -0.051

Force components x, y, z for each atom (eV/Å):
-4.2456 -2.1386 -1.0655
-1.9816 -0.5898 -2.1908
1.0806 1.2411 0.6809
0.5346 -0.6626 1.2212
2.7375 0.2467 1.7686
-0.8263 0.4571 2.2326
-0.8148 0.7596 -1.7272
0.8588 -1.6395 1.4186
1.6267 1.4889 -0.6453
-0.0905 0.7618 0.6363
1.7454 -0.7785 -0.7368
-0.3346 0.4316 -0.0847
0.3581 0.8753 0.7790
2.9345 0.1032 -0.1098
0.0647 0.2479 -0.2464
-0.4684 -0.8665 0.7635
-0.8429 -0.5992 -0.8662
0.1928 0.4032 -0.1605
-0.7390 0.1084 -0.3638
-1.8871 1.0402 -1.3043
0.4615 -0.7167 0.3345
-0.3645 -0.1733 -0.3339

Results
ΔE to the lowest compared entry with this formula, charge and spin (kJ/mol): 230.73
Energy (Eh): -1284.65921
Orbital gap (spin up / spin down) (eV): 6.0096 / 6.0069
2S+1: 1
Total charge: 0
HOMO energy (spin up / spin down) (eV): -9.13 / -9.13

Here is C5H15MnN4O13S as an isolated structure in a non-equilibrium geometry from the OMol25 dataset. Energies are from ωB97M-V/def2-TZVPD.

Positions of all 39 atoms, in Å:
Mn -0.079 0.382 0.685
C -3.183 -1.156 0.526
O -2.287 -0.195 1.058
H -3.753 -0.740 -0.304
H -2.604 -1.975 0.098
H -3.814 -1.367 1.389
S -0.163 1.980 2.806
O -0.390 2.271 1.408
O 0.581 0.767 2.485
O 0.554 3.010 3.506
O -1.442 1.603 3.318
C 2.513 3.393 -0.570
N 2.165 2.061 -1.163
O 2.395 1.915 -2.375
O 1.658 1.266 -0.415
H 1.870 3.513 0.302
H 2.238 4.179 -1.273
H 3.579 3.285 -0.366
C 1.423 -2.788 -2.091
N 0.412 -1.770 -1.707
O -0.515 -1.732 -2.456
O 0.605 -1.017 -0.760
H 1.610 -2.671 -3.158
H 0.897 -3.693 -1.784
H 2.300 -2.596 -1.472
C 0.773 -3.673 3.142
N 1.132 -2.821 1.962
O 2.162 -3.114 1.385
O 0.484 -1.813 1.764
H -0.287 -3.717 3.394
H 1.405 -3.372 3.977
H 0.991 -4.713 2.901
C -2.295 2.113 -2.827
N -1.427 2.290 -1.599
O -1.244 3.421 -1.181
O -0.788 1.386 -1.176
H -1.613 1.831 -3.629
H -2.889 2.983 -3.108
H -2.975 1.271 -2.690

Force components x, y, z for each atom (eV/Å):
-3.0130 -0.1881 0.8518
2.0590 2.1341 1.0112
1.0857 -0.2651 -1.2737
-0.6603 0.0674 -0.3375
-0.2978 -1.0096 0.0971
-0.6237 -0.9960 -0.3397
-2.2465 0.4445 0.7134
-1.0366 4.2446 -5.0947
4.4267 -4.4441 2.6401
0.8879 0.3869 0.6021
-1.1413 0.1426 2.4501
-0.5647 -0.2614 0.0584
-0.2426 1.2093 -1.0845
-0.3591 -0.4070 1.4871
1.2651 -0.2679 -0.7195
0.3146 -0.2482 0.2980
0.4804 -0.2772 -0.2008
-0.1344 0.5283 0.1476
0.2439 0.3518 1.2751
0.8001 1.0478 -0.1185
-1.5538 0.3240 -0.4373
0.3617 -1.5621 -1.0632
-0.1822 -0.2544 0.2526
0.5310 -0.3340 -0.4460
-0.0297 -0.2800 -0.1396
-0.2666 -1.2391 0.0226
-0.3204 1.2005 0.8523
0.1343 -0.4059 -0.4111
0.0259 -1.3007 0.3257
0.0877 1.0498 -0.1847
-0.2074 0.2314 -0.1680
0.5200 0.1814 -0.2495
-0.2573 -0.8710 -0.0113
0.1234 3.0527 -0.2485
-0.9768 0.2524 -0.7186
-0.0475 -2.5424 -0.8947
0.0811 0.1485 0.1136
0.5151 0.1915 0.5572
0.2182 -0.0351 0.3853

Results
ΔE to the lowest compared entry with this formula, charge and spin (kJ/mol): 351.09
Energy (Eh): -2945.45583
Orbital gap (spin up / spin down) (eV): 5.3892 / 5.4381
2S+1: 6
Total charge: -1
HOMO energy (spin up / spin down) (eV): -3.26 / -3.32
<S²>: 8.758